# 1
ORCA calculation (ωB97M-V with the def2-TZVPD basis set) on a molecular structure, C26H31Cl4F3N4NiO3 at a distorted geometry.

```
72
Properties=species:S:1:pos:R:3:forces:R:3
Ni -12.80395 -4.54340 14.75340 0.85 -0.25 -0.39
Cl -13.15851 -10.60239 12.67327 -0.18 -0.17 -0.14
Cl -15.59130 -8.92482 12.37992 -0.10 -0.25 -0.17
Cl -12.01489 -9.36836 18.48652 -0.05 0.36 0.25
Cl -12.73005 -11.01278 16.27413 0.03 0.60 -0.46
F -7.67522 -3.46702 13.49623 -1.18 -0.26 0.63
F -8.88717 -1.90885 14.34130 0.10 1.90 -0.12
F -8.69093 -3.69071 15.45443 0.87 -0.58 0.82
O -13.29024 -6.39147 15.23892 -0.20 -0.53 0.30
O -11.40379 -3.13366 13.94057 2.20 -0.63 0.35
O -10.47029 -5.13859 13.83100 0.63 -0.41 0.68
N -12.14186 -4.15398 16.91694 0.20 1.44 2.07
N -14.44528 -3.49229 15.38460 -1.54 -0.32 1.49
N -15.79831 -8.64122 16.22108 -0.97 0.46 -0.58
N -13.85451 -4.74858 12.80243 -0.70 -0.82 -2.47
C -15.23538 -4.11112 16.31626 0.18 0.68 0.36
C -17.72872 -7.19890 16.22914 0.16 0.33 1.01
C -13.91861 -4.94172 10.32094 -0.54 -0.60 1.76
C -11.56819 -4.85839 19.17620 0.18 2.25 -0.07
C -11.47844 -2.45641 18.61953 -0.62 -2.11 -0.32
C -10.16939 -3.74899 13.61447 -2.52 -0.06 -1.12
C -16.14635 -9.03011 17.46985 0.74 0.32 -1.18
C -8.81576 -3.19819 14.23043 -1.50 -1.39 -0.14
C -15.80565 -5.65845 11.63657 0.54 1.22 0.80
C -16.60176 -7.74365 15.59900 -0.27 -0.07 1.51
C -15.92436 -1.59096 15.55850 0.36 -0.62 -0.38
C -16.70681 -2.27067 16.46228 -1.20 0.35 0.27
C -17.18528 -8.47981 18.16746 -1.69 0.46 0.22
C -11.98528 -5.11231 17.87114 0.54 0.54 -0.31
C -16.36146 -3.51943 16.90490 1.45 -1.06 -1.06
C -15.13688 -5.18007 12.78860 0.61 -0.57 -0.44
C -11.97023 -2.81315 17.33369 0.55 -2.38 0.66
C -13.88824 -8.99933 12.83259 0.53 0.10 0.23
C -18.03478 -7.55672 17.53702 1.12 -0.64 -0.37
C -14.80188 -2.25506 15.05210 0.15 0.76 0.15
C -11.29133 -3.52512 19.55053 -1.19 -0.49 -1.16
C -15.21756 -5.47765 10.39838 0.65 -0.08 -0.18
C -12.31529 -9.34292 16.71785 0.30 0.02 0.95
C -9.57741 -6.21240 13.55341 0.02 -0.78 -0.88
C -13.28211 -4.71867 11.54890 0.02 0.65 0.71
C -10.43419 -7.39575 13.03980 -0.05 0.41 1.28
H -13.31045 -8.35265 12.17225 -0.28 0.12 0.30
H -11.32244 -1.43444 18.93203 -0.11 0.07 -0.22
H -15.72928 -5.84131 9.51958 -0.06 0.19 -0.18
H -12.28309 -2.09023 16.59483 0.38 0.12 -0.09
H -16.80338 -6.06139 11.72912 0.04 -0.07 0.03
H -13.81642 -8.72392 13.88477 0.06 0.12 -0.28
H -9.95046 -8.37050 13.10275 0.44 0.16 -0.35
H -13.35697 -4.77966 9.41281 -0.16 -0.15 -0.08
H -11.16736 -3.41876 20.61811 0.62 0.72 -0.02
H -11.47835 -5.58829 19.96714 -0.13 -0.45 -0.39
H -11.36853 -8.98356 16.31461 -0.31 -0.42 -0.46
H -16.92762 -4.10163 17.61688 -0.08 0.17 0.07
H -15.59699 -5.26594 13.76191 -0.13 0.08 0.09
H -12.23142 -4.46905 11.53722 0.10 0.25 0.22
H -10.77917 -7.17184 12.03037 -0.06 -0.17 0.04
H -14.10343 -1.71652 14.42877 0.02 -0.12 -0.43
H -17.65214 -1.88891 16.81866 0.03 0.53 0.05
H -9.98082 -3.70069 12.54199 0.10 0.42 -0.58
H -17.43435 -8.78631 19.17266 0.25 -0.18 0.10
H -16.20129 -0.60996 15.20164 0.16 0.04 0.03
H -8.87197 -6.04558 12.73939 0.08 0.89 -0.14
H -16.38919 -7.36944 14.60846 0.55 -0.39 -0.14
H -14.91634 -5.06463 16.71052 0.30 -0.27 -0.55
H -18.30164 -6.35225 15.88082 -0.01 -0.20 -0.93
H -13.99304 -7.06843 15.19056 0.44 1.05 -0.10
H -11.27509 -7.49477 13.72623 -0.40 0.18 -0.15
H -12.16657 -6.15229 17.64318 -0.22 0.06 -0.80
H -15.53429 -9.81087 17.89671 0.20 0.02 0.12
H -18.89715 -7.12298 18.02136 0.05 -0.01 0.21
H -8.93906 -6.44662 14.40532 -0.31 -0.12 0.35
H -13.11341 -8.61950 16.55122 -0.03 -0.41 -0.28
```
Positions in Å, forces in eV/Å.

As for the HOMO-LUMO gap (spin up / spin down): 8.403 / 8.367 eV. As for the spin multiplicity: 3. The calculated total energy comes out at -5102.71992 hartree. As for the relative energy (zero: lowest compared OMol25 entry of this formula, charge and spin): 39.5 kcal per mole. The charge is 0.

---

# 2
ORCA calculation (ωB97M-V with the def2-TZVPD basis set) on a molecular structure, C26H31ClIN2ORe.

```
63
Properties=species:S:1:pos:R:3:forces:R:3
Re 0.30450 0.10998 -0.25501 0.12 -0.30 -0.27
I 4.90388 1.96343 1.55732 0.00 0.00 0.00
Cl 2.56874 6.73222 -0.53800 0.00 0.00 0.00
O 2.07245 0.97052 0.34406 -0.17 0.19 0.05
N 0.12452 2.14912 -0.79139 0.06 0.07 0.02
N 0.85128 -1.53145 -0.27146 0.00 0.00 0.30
C 1.88753 -2.59193 -2.85392 -0.06 -0.01 0.00
C 2.85852 -1.40884 -2.80370 0.00 -0.01 0.01
C -0.87594 2.75467 -1.51660 0.00 0.00 -0.03
C -1.58238 -0.06936 -0.33288 0.02 0.16 0.04
C 1.84922 -3.34625 -1.53290 0.02 -0.02 -0.03
C 2.32478 -4.65340 -1.53425 0.01 0.01 0.00
C 0.52354 -2.17363 -3.40637 -0.01 0.01 -0.01
C 1.62468 -3.48898 0.90311 0.00 -0.02 0.03
C 1.44230 -2.78151 -0.30533 0.02 0.00 -0.16
C 2.10989 -4.79104 0.83755 -0.01 -0.01 -0.01
C -2.61889 -1.17492 -0.41457 0.01 0.01 0.04
C 2.43731 -5.38836 -0.36734 -0.01 0.02 0.01
C -3.47959 -1.12036 0.85586 0.00 -0.01 0.01
C 3.35925 2.98312 0.60484 0.00 0.00 0.00
C -0.02515 -2.53119 2.64324 -0.01 -0.02 0.01
C -3.50644 -0.88818 -1.63372 0.00 0.02 -0.01
C 1.41838 -2.89370 2.28862 -0.01 0.02 -0.02
C 3.44577 4.35480 0.37804 -0.01 0.00 -0.01
C 2.37253 -1.72261 2.54406 0.01 0.01 0.01
C 2.41567 5.00847 -0.26321 0.00 -0.01 0.01
C 1.19334 2.96326 -0.44029 0.02 -0.09 0.06
C -0.87543 4.09603 -1.80586 0.02 0.01 0.00
C -2.02789 -2.57339 -0.55585 -0.03 0.00 0.00
C 0.16346 4.93591 -1.39898 0.00 -0.02 0.00
C 2.23978 2.26860 0.19446 -0.07 0.02 -0.06
C 1.25404 4.34360 -0.70563 0.01 0.03 -0.01
H -0.37654 -1.67743 2.06575 0.01 -0.01 0.00
H -2.10699 0.88690 -0.20020 0.00 -0.02 0.01
H 0.07708 -1.37793 -2.81032 0.00 -0.02 0.01
H -1.66958 2.10639 -1.85520 0.00 0.00 0.00
H 0.64620 -1.80319 -4.42775 0.00 0.01 0.00
H -0.16384 -3.02206 -3.43663 0.00 -0.01 0.00
H -2.91722 -0.92845 -2.55224 0.00 0.00 0.01
H 2.28562 -1.39305 3.58266 0.00 0.00 0.00
H 2.62660 -5.09429 -2.47783 0.00 0.00 0.00
H 3.40793 -2.02341 2.36948 0.00 0.00 0.00
H 2.80671 -6.40614 -0.39338 0.00 0.00 0.00
H -1.39602 -2.82211 0.29441 0.00 -0.01 0.01
H -0.69569 -3.37720 2.47361 -0.01 0.00 -0.01
H -2.86419 -1.29183 1.74099 0.00 0.00 0.00
H 1.71092 -3.69400 2.97702 0.00 -0.01 0.00
H -4.31136 -1.62592 -1.70448 -0.01 0.00 -0.01
H 4.31639 4.90926 0.69834 0.00 0.00 0.00
H 2.30231 -3.30917 -3.57033 0.01 -0.01 0.01
H -2.83235 -3.31328 -0.61921 0.00 0.00 0.00
H -1.41857 -2.64894 -1.45467 0.03 0.00 -0.02
H -1.70895 4.49523 -2.37043 0.00 0.00 0.00
H 2.96675 -0.97278 -3.79970 0.00 0.01 0.00
H -3.95806 -0.14362 0.96032 0.00 0.00 0.00
H 2.15629 -0.86985 1.90253 0.00 -0.02 0.02
H -4.26207 -1.88503 0.82529 0.00 0.00 0.00
H 0.16522 5.99088 -1.62578 0.00 0.00 0.00
H -3.95684 0.10526 -1.56256 -0.01 -0.01 0.00
H 2.50227 -0.62905 -2.13178 0.00 0.01 0.00
H -0.07966 -2.26909 3.70334 0.01 0.01 0.00
H 3.84389 -1.72946 -2.46010 0.00 0.00 0.00
H 2.24220 -5.34033 1.76301 0.00 0.00 0.00
```
Positions in Å, forces in eV/Å.

As for the HOMO-LUMO gap (spin up / spin down): 5.172 / 6.790 eV. As for the spin multiplicity: 2. The calculated total energy comes out at -2030.31819 hartree. As for the relative energy (zero: lowest compared OMol25 entry of this formula, charge and spin): 1.6 kcal per mole. The charge is -1.

---

# 3
ORCA calculation (ωB97M-V with the def2-TZVPD basis set) on 2 unconnected molecules or ions with the total composition C26H31FN3 at a distorted geometry.

```
61
Properties=species:S:1:pos:R:3:forces:R:3
F -0.42618 1.37202 1.13918 0.12 -1.77 0.03
N -1.44941 -0.04366 -0.37427 0.41 0.38 0.31
N 0.80200 0.02979 -0.29967 -0.79 0.69 0.28
N 0.77305 -0.45884 5.36284 -0.75 0.53 -0.95
C -6.81038 -0.23106 1.78546 -0.13 -0.22 0.11
C 6.14089 0.26883 1.77171 0.33 0.04 0.08
C 0.10081 -1.19880 6.23996 0.36 0.42 1.09
C -5.40844 -0.14853 1.24948 0.30 0.22 -0.16
C -2.80151 -0.07202 0.17915 -0.34 0.31 0.18
C 1.64020 -1.86732 1.65394 -0.29 -0.50 0.14
C 1.08933 1.23564 7.03813 -0.05 -0.35 -0.91
C -3.22884 -1.20830 0.88218 -0.02 0.10 0.11
C 4.72757 0.31070 1.26824 -0.08 0.09 0.10
C 2.94543 1.25158 -0.07910 0.24 -0.06 -0.02
C 4.25643 1.30098 0.40446 -0.18 -0.28 0.18
C -3.19922 2.31930 -0.55037 -0.07 0.54 -0.17
C 2.12976 0.17346 0.27418 0.21 0.39 -0.02
C -2.32455 -2.37876 1.14199 0.05 -0.47 0.17
C -0.35850 0.41584 0.23644 0.22 0.55 -0.65
C -1.01912 -0.40954 -1.75875 -1.22 -0.16 -0.19
C 0.55120 0.38496 8.01134 -0.02 -0.09 -0.26
C 0.49217 -0.35242 -1.71102 1.32 0.18 0.07
C -4.93878 0.98812 0.59465 0.36 -0.16 0.08
C -4.52502 -1.22076 1.40858 0.07 0.25 -0.25
C -0.00425 -0.83157 7.59978 -0.02 -0.13 -0.76
C -3.64252 1.04229 0.07358 -0.12 -0.18 0.06
C 2.46184 2.36600 -0.94449 -0.01 0.66 -0.30
C 3.85792 -0.69163 1.69660 -0.18 -0.03 -0.52
C 2.56546 -0.79545 1.18146 0.03 0.17 0.22
C 1.15403 0.77845 5.70102 -0.01 -0.27 1.33
H 6.62636 -0.64691 1.40076 -0.06 0.31 0.11
H 0.86475 0.48033 -2.32886 -0.02 -0.48 0.07
H -0.36694 -2.11655 5.86452 0.39 0.23 0.21
H 1.42592 2.64079 -0.74544 -0.12 -0.14 -0.03
H 0.54721 0.66858 9.06740 -0.08 -0.04 -0.41
H 6.16376 0.22510 2.87054 -0.01 0.03 -0.31
H -1.38749 -1.38831 -2.09355 -0.08 0.29 0.41
H -1.55912 -2.15898 1.90647 -0.21 0.06 -0.33
H -4.87364 -2.08382 1.97227 0.19 0.03 -0.16
H -0.52492 -1.51475 8.27213 0.23 0.35 -0.01
H -7.01583 0.51473 2.56847 0.16 -0.20 -0.27
H 3.04416 3.27028 -0.73355 -0.06 -0.21 -0.14
H 2.23086 -2.68125 2.08346 -0.23 -0.01 -0.13
H 0.99489 -1.49774 2.46728 0.11 -0.03 -0.21
H -1.81235 -2.74335 0.23462 -0.21 0.13 0.34
H 1.52530 1.43228 4.90307 0.07 -0.38 0.32
H 2.56512 2.16076 -2.01729 -0.01 -0.04 0.17
H -2.94347 -3.19007 1.55314 0.38 0.11 -0.25
H 4.23866 -1.43814 2.39553 -0.27 0.13 -0.14
H -7.55685 -0.09514 0.98937 0.26 -0.01 0.20
H 1.46269 2.23742 7.24496 -0.13 -0.29 0.23
H -6.94541 -1.23056 2.21107 -0.22 0.24 0.02
H 0.99751 -2.26257 0.84371 0.35 0.11 0.41
H 0.98650 -1.28306 -2.02510 -0.12 0.31 0.37
H -2.11523 2.37782 -0.65758 -0.11 0.11 -0.10
H -5.55427 1.88665 0.51626 0.05 -0.31 -0.01
H 6.73415 1.13185 1.44712 -0.18 -0.21 0.05
H -3.53464 3.15823 0.07284 0.21 -0.14 -0.15
H -3.67668 2.45918 -1.52623 0.20 -0.03 0.03
H 4.90311 2.13504 0.11274 -0.23 -0.34 0.10
H -1.41108 0.36616 -2.43810 0.00 -0.42 0.24
```
Positions in Å, forces in eV/Å.

As for the HOMO-LUMO gap: 8.610 eV. As for the spin multiplicity: 1. The calculated total energy comes out at -1273.25386 hartree. The charge is +1.

---

# 4
ORCA calculation (ωB97M-V with the def2-TZVPD basis set) on a molecular structure, C26H31IN8O4PS2TeW.

```
75
Properties=species:S:1:pos:R:3:forces:R:3
W -0.23986 0.08237 -0.99494 -0.14 0.23 0.10
I 3.77427 -0.46571 -5.68291 -0.04 -0.01 0.02
Te 2.50920 0.63375 -0.68791 0.29 0.00 0.03
S -4.23848 -1.58324 -0.14054 -0.06 0.10 -0.09
S -2.50379 0.26517 -1.69214 -0.19 -0.07 -0.09
P 1.24400 2.31745 0.46752 -0.05 0.05 0.04
O -0.17544 1.85480 0.03663 -0.18 -0.33 0.06
O 1.24459 2.33575 2.01398 0.00 -0.06 0.00
O 0.06699 -0.38123 0.84659 0.01 0.03 -0.21
O 1.58904 3.70034 -0.12979 0.12 -0.01 0.01
N -0.30536 1.89680 -2.44537 0.14 -0.12 0.01
N -0.61932 -2.01656 -1.16349 -0.08 0.26 0.08
N -1.58285 -1.73418 -0.26069 0.01 -0.01 -0.09
N -0.68441 3.92036 -3.20559 -0.05 -0.05 0.00
N 0.71661 2.21965 -3.23020 -0.08 0.04 -0.11
N 0.33621 -0.61612 -3.11927 -0.05 0.01 0.11
N 1.31853 4.13631 -4.40344 0.02 0.01 -0.13
N 0.43839 3.40324 -3.65324 0.04 -0.02 0.04
C -0.58349 -1.27883 -3.85758 -0.03 0.00 -0.04
C 3.68695 2.42230 2.47968 -0.01 0.00 -0.02
C 1.30437 -2.56869 3.43381 -0.01 0.01 -0.04
C -5.28158 -3.04076 3.02841 -0.02 0.00 -0.01
C 1.67634 -3.69032 2.68143 0.00 0.00 -0.02
C 0.52611 -2.58986 -0.69529 0.06 -0.04 0.07
C 0.82889 -2.62398 0.69845 -0.03 0.04 -0.02
C 0.50599 -1.49230 1.46687 0.01 -0.03 0.02
C -3.25095 -1.68448 4.35412 -0.01 0.02 0.00
C -3.10020 -2.01894 3.01979 0.00 -0.01 0.01
C 1.46343 -3.71322 1.32276 0.03 -0.05 0.03
C -2.74191 -1.13645 -0.70963 0.25 -0.11 0.09
C -4.11546 -2.70220 2.35405 0.02 -0.04 -0.03
C 2.30684 2.84491 2.91117 0.03 0.02 0.00
C -3.94892 -3.07141 0.90854 -0.01 0.07 0.09
C -5.43010 -2.70429 4.36718 -0.01 0.00 0.00
C 2.54498 5.81852 0.60811 0.02 -0.01 0.01
C 1.27090 5.03925 0.44834 -0.05 0.03 -0.04
C 0.73350 -1.46112 2.83372 0.00 0.02 0.06
C -4.41775 -2.02701 5.02885 0.01 0.00 -0.01
C 0.91690 -1.52830 -5.70448 -0.06 -0.01 0.03
C 1.37107 -3.27806 -1.70198 0.00 0.00 -0.01
C -0.33300 -1.72908 -5.13317 0.05 0.00 -0.05
C 1.86841 -0.85359 -4.95681 0.06 -0.01 -0.07
C 1.53545 -0.40988 -3.68827 0.02 -0.02 0.00
C -1.14019 2.94807 -2.43919 -0.02 0.11 0.05
H 1.13721 -1.88660 -6.70163 0.00 0.00 0.00
H 1.28884 -4.35612 -1.52107 -0.01 0.00 0.00
H 2.13197 -4.53944 3.17126 0.00 0.00 0.00
H 2.19389 3.92607 2.94780 -0.01 0.01 -0.01
H 3.78643 1.33698 2.45890 0.00 0.00 0.00
H 1.03014 -3.09569 -2.71671 0.01 -0.01 0.00
H 0.47877 -0.57138 3.39422 0.00 -0.01 0.00
H 3.04248 5.95784 -0.35003 0.00 0.00 0.00
H -4.53516 -1.76675 6.07194 0.00 0.00 0.00
H 4.40788 2.81055 3.19967 0.00 -0.01 0.01
H -2.05336 3.02806 -1.87395 0.01 -0.03 0.01
H -1.54523 -1.46079 -3.41204 0.00 0.00 0.01
H -4.71268 -3.76901 0.56599 0.00 0.00 -0.01
H 1.48747 -2.56029 4.50022 0.00 0.00 0.00
H 1.73493 -4.58580 0.74363 0.00 0.00 0.01
H 0.79887 4.83569 -4.92510 -0.04 0.05 0.06
H 3.95671 2.83552 1.50396 0.00 0.00 0.01
H 0.59920 5.49292 -0.27563 -0.02 0.00 0.01
H 0.73675 4.88762 1.38519 0.00 -0.01 0.01
H -1.11836 -2.24046 -5.67227 0.01 -0.01 0.00
H -2.96584 -3.46736 0.66744 0.01 0.01 -0.02
H 2.30137 6.80171 1.01270 0.01 0.00 -0.01
H 2.42341 -3.02087 -1.58197 0.00 0.00 0.00
H -6.33603 -2.97488 4.89184 0.00 0.00 0.00
H 2.26436 0.15028 -3.13078 0.00 0.01 -0.03
H 1.83533 3.52326 -5.02499 0.03 -0.04 0.04
H -2.18883 -1.76097 2.49024 0.01 0.00 0.00
H -2.46307 -1.15775 4.87692 0.00 -0.01 0.00
H 3.23581 5.33258 1.29734 -0.01 0.01 0.00
H -6.07203 -3.57630 2.51576 0.00 0.00 0.01
H 2.03387 2.43212 3.87712 -0.01 0.01 0.01
```
Positions in Å, forces in eV/Å.

As for the HOMO-LUMO gap: 4.915 eV. As for the spin multiplicity: 1. The calculated total energy comes out at -3517.96785 hartree. As for the relative energy (zero: lowest compared OMol25 entry of this formula, charge and spin): 52.7 kcal per mole. The charge is +3.